This record from the OMol25 dataset describes C4H6N2 in the gas phase. The level of theory is ωB97M-V/def2-TZVPD.

```
12
Properties=species:S:1:pos:R:3:forces:R:3:nbo_charge:R:1
N 1.203 1.411 -0.746 -1.22 1.16 -0.76 -0.82
C 0.432 0.469 -0.086 -0.18 -0.24 -0.15 0.07
C -0.786 0.206 -0.732 0.20 0.25 -0.39 -0.32
C -1.262 -0.975 -0.145 -0.30 0.47 -0.02 -0.05
N -0.392 -1.327 0.865 -0.36 0.32 -0.13 -0.50
C 0.631 -0.399 0.961 0.37 -0.09 -0.57 -0.17
H 1.873 1.794 -0.051 -0.83 1.06 -1.47 0.39
H 0.390 1.934 -1.435 4.15 -0.58 2.94 0.38
H -0.859 1.067 -1.563 -1.60 -3.01 1.36 0.20
H -2.158 -1.577 -0.258 0.15 0.32 -0.22 0.21
H -0.544 -2.040 1.569 -0.20 0.26 -0.46 0.41
H 1.473 -0.562 1.621 -0.18 0.10 -0.13 0.21
```
Positions in Å, forces in eV/Å.

E = -7223.1611 eV
SMILES string = Nc1cc[nH]c1
frontier orbital gap = 8.5 eV
ΔE to the lowest compared entry with this formula, charge and spin = 234.4 kJ/mol

=====

This record from the OMol25 dataset describes C4H6N2 in the gas phase. The level of theory is ωB97M-V/def2-TZVPD.

```
12
Properties=species:S:1:pos:R:3:forces:R:3:nbo_charge:R:1
N 1.514 -0.329 0.207 0.31 -0.08 -0.10 -0.60
C 0.495 -0.628 -0.750 0.03 -0.15 -0.35 -0.09
C 0.740 0.765 -0.271 0.15 0.26 -0.17 -0.08
C -0.749 0.851 0.229 -0.02 0.24 0.02 -0.12
N -1.116 -0.220 1.132 0.23 -0.10 0.23 -0.56
C -1.004 -0.516 -0.275 -0.09 -0.17 -0.10 -0.10
H 1.663 -0.661 1.150 -0.72 0.04 0.13 0.37
H 0.792 -1.100 -1.679 -0.09 0.11 0.03 0.21
H 1.248 1.572 -0.784 -0.12 -0.01 0.04 0.21
H -1.363 1.746 0.195 0.15 -0.19 -0.03 0.21
H -0.308 -0.573 1.639 -0.08 0.01 0.15 0.34
H -1.858 -0.914 -0.818 0.26 0.04 0.14 0.21
```
Positions in Å, forces in eV/Å.

E = -7221.4506 eV
SMILES string = N1[C@H]2[C@@H]1[C@H]1N[C@@H]21
frontier orbital gap = 10.4 eV
ΔE to the lowest compared entry with this formula, charge and spin = 399.5 kJ/mol